No. 1
Density functional theory data (the ωB97M-V functional and the def2-TZVPD basis) for a structure of composition C38H54BiNO4PS.

Structure (XYZ):
```
100
Properties=species:S:1:pos:R:3:forces:R:3:lowdin_charge:R:1
C -2.7191 1.5424 0.4858 0.0172 0.0656 0.0320 0.035
C -0.8661 -3.6809 -1.8870 0.1054 -0.0375 -0.1145 -0.108
C 2.1996 -2.4003 -2.1662 0.0495 0.1218 0.1077 -0.660
C 4.0884 3.1292 4.1134 -0.0451 -0.0082 0.0541 -0.011
H -1.3720 -0.8744 3.3691 -0.0453 0.0132 0.0087 0.079
H -4.0379 -3.4079 -3.0067 -0.0088 -0.0089 0.0344 0.119
H -1.0514 0.7006 2.6157 0.1128 0.0612 0.0544 0.072
C -2.8856 -1.8560 -2.0894 0.0373 -0.0412 -0.0416 -0.038
O 5.1268 0.8445 0.5262 0.1590 0.2955 0.0966 -0.268
H 1.6203 -0.6558 -3.3952 0.0001 0.0541 -0.0660 0.035
H -0.5068 -4.4084 0.4895 0.0122 -0.0358 0.0329 0.081
P 1.0305 -2.0331 -0.6946 -0.3253 -0.8003 -0.4375 1.101
C 1.0197 2.8772 0.9671 0.0579 0.2962 0.1225 -0.610
O 3.1497 -0.5611 0.8717 -0.2941 0.0860 0.2002 -0.425
C -4.9671 3.7180 -0.8369 0.0913 0.0521 -0.0005 -0.052
H 0.6475 -2.1134 -3.6854 -0.0329 0.0613 -0.0057 0.078
C 3.5748 -1.7869 -1.8604 -0.0355 -0.1060 0.0168 -0.090
C -1.4173 0.7447 -3.5447 -0.0403 0.1298 -0.0449 -0.386
C 0.8140 -2.5644 2.0661 0.0757 -0.0687 -0.1399 -0.084
H 0.3211 2.0881 -3.4091 0.0183 0.0717 -0.0536 0.028
C -1.7292 0.0057 -1.0994 -0.2555 0.0614 0.1729 -0.235
H -5.5301 4.6333 -0.6526 -0.0008 0.0016 -0.0184 0.084
C -3.3041 -1.6081 1.3907 0.1118 -0.0547 -0.0848 -0.027
C -1.7678 -0.1143 2.6925 0.0510 -0.0603 -0.1970 -0.052
H 3.3772 -2.6260 1.1436 0.0817 -0.0674 0.0023 0.061
C -0.6363 -2.3830 -1.4079 0.0356 0.1317 0.1673 -0.297
C -2.6400 0.6301 -4.4651 0.0804 -0.1057 0.0158 -0.037
C 1.6437 -1.7455 -3.4416 -0.0784 -0.0771 0.1185 -0.102
H 0.9473 -5.1819 -0.1820 -0.0196 -0.0054 0.0331 0.077
C 2.2650 1.6232 4.5303 -0.0044 0.0553 -0.0284 -0.014
H -4.0247 5.2433 1.3088 -0.0097 -0.0020 0.0145 0.085
H -4.9342 3.5438 -1.9132 -0.0372 -0.0120 0.0009 0.076
H 2.1388 3.5329 -0.7266 0.0916 0.0561 0.0013 0.124
H -3.0631 1.7529 1.4890 0.0312 -0.0190 0.0024 0.118
C -3.5514 3.8310 -0.2478 -0.1548 -0.0135 0.1248 -0.372
H 1.9248 0.1284 3.0259 -0.0386 0.0448 0.0090 0.091
H -0.8887 -0.2122 -3.5778 0.0447 -0.0037 0.0134 0.109
C 3.0222 2.7279 4.9173 0.0896 0.0006 0.0099 -0.246
H 4.0920 -2.3179 -1.0648 0.0009 0.0993 0.0276 0.080
H 2.3033 -2.0118 -4.2700 0.0455 0.0227 0.0280 0.104
C -1.8302 1.0087 -2.1036 0.0996 -0.1638 0.0401 -0.223
H -2.6175 4.2353 1.6720 -0.0235 0.0019 0.0470 0.084
H 3.2582 -4.0357 -3.0640 -0.0021 0.0302 -0.0170 0.103
H -0.0870 -4.4212 -1.8111 -0.0482 0.0217 -0.0060 0.076
H -3.2698 1.5167 -4.3820 0.0097 0.0137 0.0064 0.088
C 2.3448 2.9716 0.1910 -0.0566 -0.2280 0.1741 -0.203
H -3.0177 4.6086 -0.8022 0.0438 -0.0228 0.0014 0.141
C -3.0882 -3.1350 -2.5659 0.0390 0.0618 -0.0262 -0.036
H -3.2052 -2.3324 2.2016 -0.0313 -0.0053 0.0009 0.088
H 3.2534 -4.0450 0.0846 -0.0006 0.0112 0.0459 0.067
H 1.5175 -4.2696 -3.0622 0.0272 -0.0137 -0.0044 0.079
C -0.4904 1.8387 -4.0956 -0.0990 -0.1380 -0.0079 -0.077
H 0.7033 -5.1124 1.5554 0.0256 0.0046 0.0146 0.104
C -1.6685 -1.4382 -1.5297 -0.1224 -0.0940 0.0030 -0.198
H -2.3184 0.5382 -5.5037 -0.0067 0.0051 0.0009 0.089
H -3.6955 -1.1386 -2.1243 0.0063 0.0174 -0.0344 0.135
C -2.8381 2.5218 -0.4877 0.0585 -0.0062 -0.1337 -0.157
H 2.5195 2.7844 7.0014 0.0053 0.0293 0.0223 0.087
H -4.1815 -0.9912 1.5912 -0.0123 0.0003 0.0068 0.093
H 2.9343 -4.1993 1.8013 -0.0456 -0.0213 0.0117 0.101
H 4.1947 -1.8426 -2.7568 -0.0439 -0.0100 -0.0450 0.102
C -2.1589 0.3037 0.2157 0.0696 -0.1157 -0.1007 -0.153
H -0.2694 -2.6359 2.1507 0.0537 0.0491 0.0179 0.070
H 3.0709 3.5386 0.7654 0.0014 0.0832 0.0425 0.123
C -2.0573 -4.0566 -2.4734 -0.0084 -0.0470 0.0179 -0.042
C 4.3582 2.4880 2.9179 0.0523 -0.0156 -0.0708 -0.049
C -2.3397 2.2484 -1.7613 0.0488 0.0588 0.0195 0.022
H -3.4699 -2.1538 0.4613 -0.0507 -0.0048 0.0516 0.068
C 2.3521 -3.8981 -2.4705 -0.0206 -0.0304 0.0761 -0.069
H -1.2074 -1.3726 1.0495 -0.0274 0.0076 0.0143 0.078
C 3.5504 1.4283 2.5279 -0.0939 0.1942 -0.3940 -0.291
H 2.4512 -4.5147 -1.5810 0.0186 -0.0216 -0.0805 0.057
H 1.4487 1.2898 5.1592 0.0169 -0.0269 0.0106 0.124
H 1.1313 -1.5282 2.1134 -0.0506 0.1415 0.0507 0.047
Bi 1.0564 0.6591 -0.9921 -0.0596 0.5612 0.4746 1.878
C 2.8212 -3.5354 0.9421 -0.0087 0.0929 0.0253 -0.078
C 1.3238 -3.2429 0.7840 0.0922 0.3168 -0.0040 -0.614
C 2.5196 0.9752 3.3378 -0.1442 -0.0267 -0.0823 -0.046
H 5.1848 2.7930 2.2878 -0.0280 0.0265 0.0185 0.123
H -2.3961 3.0253 -2.5167 -0.0314 -0.0138 -0.0085 0.130
C -3.6118 4.2388 1.2220 0.1052 -0.0065 -0.1164 -0.065
H -5.5024 2.8867 -0.3737 -0.0157 0.0111 0.0117 0.089
H -2.6843 0.2744 3.1391 0.0114 0.0100 0.0126 0.086
O 0.6342 3.7287 1.7266 0.1284 -0.2007 -0.1672 0.110
S 3.7524 0.7635 0.9085 -0.0285 -0.0651 -0.5033 0.606
H -1.0514 2.7514 -4.2976 0.0507 0.0428 0.0271 0.084
H -4.2604 3.5675 1.7882 0.0034 0.0145 0.0366 0.081
H 1.2465 -3.0832 2.9235 0.0034 -0.0366 -0.0174 0.105
N 2.8280 1.6376 -0.1703 0.4335 -0.3123 0.5893 -0.413
C -2.0480 -0.7319 1.3171 -0.1988 0.1086 0.0545 -0.367
H 4.7048 3.9631 4.4238 0.0027 -0.0015 -0.0023 0.121
H -0.0484 1.5110 -5.0371 0.0012 0.0245 -0.0069 0.089
C 2.6765 3.4737 6.1717 -0.0163 -0.0310 -0.0111 -0.035
H 3.5133 -0.7389 -1.5599 0.0865 -0.0253 -0.1002 0.034
H -3.2420 -0.2441 -4.2247 -0.0511 0.0128 0.0095 0.067
C 0.5630 -4.5584 0.6246 -0.0147 -0.0281 -0.0341 -0.079
H 3.4573 4.1807 6.4442 -0.0081 -0.0010 0.0187 0.081
O 0.3071 1.7900 0.6841 -0.1442 -0.5184 -0.2849 -0.252
H -2.1836 -5.0672 -2.8381 0.0111 0.0042 0.0009 0.118
H 1.7483 4.0289 6.0225 0.0133 0.0199 0.0346 0.093
```
Forces are in eV/Å.

Properties
Frontier orbital gap, eV: 7.96
E, Ha: -2790.0664
E_HOMO, hartree: -0.4223
Total charge: +1

No. 2
Density functional theory data (the ωB97M-V functional and the def2-TZVPD basis) for the molecule C3H7NO in a non-equilibrium geometry.

Structure (XYZ):
```
12
Properties=species:S:1:pos:R:3:forces:R:3:lowdin_charge:R:1
H -0.1760 -0.5471 1.3200 -0.6423 0.1568 -0.7750 0.143
H -2.2781 0.6737 -0.8810 1.7454 0.3847 -0.4902 0.095
C 0.7698 0.5125 -0.2444 0.4920 -0.2605 -0.3171 -0.214
H 0.5493 1.1051 -1.2656 1.0237 -1.9402 2.0177 0.157
O -1.2598 -1.1251 -0.4061 0.3152 0.2315 -0.2173 -0.039
C -1.8543 0.1272 -0.0256 -2.2261 -0.0137 -0.6240 -0.126
H 1.0651 1.2851 0.5438 -0.5088 -0.8004 -1.1182 0.117
H 2.0197 -0.9270 0.8514 -1.5073 0.7440 -2.6950 0.115
N 1.7441 -0.6989 -0.2116 2.5209 1.5097 1.6483 -0.049
H -2.8605 0.1801 0.5094 1.9552 -1.0435 1.0528 0.116
H 2.7090 -0.3673 -0.4686 -1.2068 -0.2906 -0.3432 0.059
C -0.4283 -0.2182 0.2782 -1.9610 1.3224 1.8612 -0.374
```
Forces are in eV/Å.

Properties
Frontier orbital gap, eV: 10.96
Energy above the lowest of the compared OMol25 structures with the same formula, charge and spin, kJ/mol: 370.0
SMILES: NC[C@H]1CO1
E, Ha: -248.3856
E_HOMO, hartree: -0.3656